# C30H51N6P2Re

C30H51N6P2Re as an isolated structure (ωB97M-V with the def2-TZVPD basis set, the OMol25 dataset).

Output
Multiplicity: 2
HOMO (spin up / spin down), hartree: -0.5789 / -0.5792
Total charge: +3
Energy, eV: -61564.3437
Molecular weight, g mol⁻¹: 743.94
Orbital gap (spin up / spin down), eV: 5.647 / 5.651
E_LUMO (spin up / spin down), eV: -10.106 / -10.110

Cartesian coordinates (Å):
Re  0.23085  0.13359  -0.93264
C  2.50716  2.47829  1.37426
C  1.95479  1.26812  2.12567
C  2.78043  0.88607  3.35023
P  1.70416  -0.19038  0.99602
C  3.29075  -0.97493  0.38516
C  4.18412  0.13984  -0.15103
C  4.02206  -1.85459  1.39012
C  0.58918  -1.33954  1.88153
C  0.91791  -2.32322  2.79964
C  -0.06427  -3.13768  3.37079
C  0.26856  -4.15634  4.39557
C  -1.38795  -2.97006  2.95704
C  -1.74247  -1.97445  2.07469
C  -0.77106  -1.10698  1.55902
N  -1.05495  -0.04428  0.71634
C  -2.13762  0.74159  0.95026
C  -2.93829  0.65251  2.11136
C  -4.10005  1.37163  2.21631
C  -4.51975  2.24138  1.20000
C  -5.83398  2.91608  1.27128
C  -3.62891  2.48511  0.14316
C  -2.45544  1.76924  0.01480
P  -1.16420  2.11414  -1.22137
C  -0.58363  3.86655  -0.92741
C  -1.38528  4.95974  -1.61992
C  -0.51331  4.09857  0.58281
C  -1.93462  1.91741  -2.91257
C  -3.29311  2.57887  -3.11801
C  -2.06689  0.41417  -3.18639
H  2.27629  3.38752  1.92281
H  2.06032  2.54553  0.38033
H  3.58661  2.43876  1.27868
H  0.93114  1.48988  2.45931
H  3.82304  0.71963  3.09777
H  2.38815  -0.00574  3.83719
H  2.74329  1.70068  4.07096
H  2.97519  -1.59595  -0.46125
H  4.62738  0.69016  0.67064
H  3.61284  0.81969  -0.78215
H  5.00126  -0.28197  -0.73499
H  4.27785  -1.31720  2.29672
H  4.95199  -2.19568  0.94035
H  3.44295  -2.73577  1.64859
H  1.94138  -2.45746  3.10862
H  1.33106  -4.37461  4.43156
H  -0.28920  -5.07390  4.22518
H  -0.03228  -3.79130  5.37864
H  -2.14316  -3.63314  3.34847
H  -2.76690  -1.88986  1.74353
H  -2.62098  0.03252  2.93586
H  -4.71128  1.26410  3.09902
H  -6.47723  2.44121  2.00824
H  -6.32968  2.91365  0.30111
H  -5.70721  3.96278  1.55684
H  -3.88311  3.25459  -0.56906
H  0.43527  3.87095  -1.33773
H  -2.41459  4.98588  -1.27243
H  -1.35887  4.86500  -2.70251
H  -0.93797  5.91968  -1.36874
H  -1.48302  4.39861  0.97190
H  0.18924  4.89884  0.80067
H  -0.19585  3.19838  1.10983
H  -1.21241  2.36390  -3.60696
H  -4.06662  2.07857  -2.53919
H  -3.55556  2.48577  -4.17010
H  -3.29105  3.63682  -2.87790
H  -2.71946  -0.04288  -2.43978
H  -1.09743  -0.09733  -3.18826
H  -2.51962  0.24802  -4.16346
C  1.75127  -5.02844  -2.71918
N  1.03823  -4.08496  -1.88034
C  0.27162  -4.69633  -0.80478
C  1.06959  -2.75226  -1.97435
N  0.35428  -1.97855  -1.19587
N  1.90642  -2.17758  -2.91470
C  1.99848  -0.86138  -3.31508
N  2.71242  -0.66602  -4.43058
N  1.45878  0.12394  -2.65320
H  1.08280  -5.85765  -2.95044
H  2.61863  -5.42738  -2.18866
H  2.07400  -4.61215  -3.66921
H  0.46305  -5.76531  -0.79794
H  -0.80165  -4.55162  -0.94784
H  0.56870  -4.29136  0.16499
H  -0.31188  -2.48794  -0.62089
H  2.48519  -2.82173  -3.43780
H  3.11465  -1.42043  -4.96425
H  2.82005  0.25345  -4.82474
H  1.66941  1.02491  -3.08018